Record 1
Below is a structure of composition C36H28CoN6P, with properties calculated with ωB97M-V/def2-TZVPD.

**2S+1**: 5
**Net charge**: +2
**Total energy**: -93626.1163 eV
**HOMO-LUMO gap (spin up / spin down)**: 7.78 / 5.20 eV

Geometry as XYZ:
```
72
Properties=species:S:1:pos:R:3:mulliken_spin:R:1
Co -0.264 -0.204 0.027 2.744
C -1.830 1.378 -3.564 0.070
C -1.504 2.722 -3.582 -0.029
C -0.872 3.268 -2.478 0.111
C -0.561 2.467 -1.379 -0.043
N -0.879 1.146 -1.372 0.086
C -1.497 0.634 -2.443 0.038
N 0.048 3.141 -0.339 0.338
C 0.511 2.618 0.760 -0.074
N 0.514 1.294 1.085 0.421
C 1.025 1.160 2.393 -0.100
N 1.158 0.084 3.071 0.243
C 0.817 -1.235 2.647 -0.043
C 1.560 -2.293 3.486 -0.005
C -0.137 -4.379 2.980 0.006
C -0.519 -4.588 1.532 -0.003
C -0.553 -3.601 0.650 0.009
N -0.159 -2.272 1.032 0.099
C 1.398 2.503 2.875 0.004
C 1.950 2.917 4.072 -0.010
C 2.180 4.280 4.221 -0.015
C 1.865 5.184 3.205 0.000
C 1.310 4.759 2.004 -0.026
C 1.088 3.401 1.865 -0.037
H -2.336 0.901 -4.392 0.000
H -1.744 3.341 -4.436 0.000
H -0.607 4.314 -2.429 0.000
H -1.737 -0.423 -2.400 0.013
H 2.126 -1.991 4.355 -0.001
H -0.083 -5.358 3.450 -0.001
H -0.843 -5.573 1.219 0.000
H -0.873 -3.735 -0.373 -0.001
H 2.189 2.212 4.857 0.000
H 2.609 4.651 5.142 -0.001
H 2.058 6.237 3.359 0.000
H 1.063 5.456 1.216 0.001
N -1.454 -0.453 1.761 0.117
C -0.676 -1.593 2.283 -0.069
C -1.461 -2.328 3.322 -0.003
C -1.228 -3.586 3.658 0.002
C 1.236 -3.727 3.204 0.003
C 2.079 -2.993 2.217 -0.002
C 1.289 -2.012 1.353 -0.041
P 2.023 -1.144 -0.072 0.106
C 1.840 -2.297 -1.447 0.001
C 1.583 -1.758 -2.709 0.000
C 1.472 -2.589 -3.815 0.002
C 1.607 -3.961 -3.665 0.003
C 1.866 -4.507 -2.412 0.001
C 1.989 -3.679 -1.309 0.006
C 3.758 -0.852 0.255 0.050
C 4.109 0.295 0.970 0.019
C 5.434 0.525 1.302 -0.004
C 6.409 -0.383 0.911 0.002
C 6.066 -1.516 0.186 0.000
C 4.741 -1.755 -0.146 0.002
H -1.543 0.295 2.446 0.001
H -2.399 -0.779 1.565 0.003
H -2.243 -1.760 3.814 0.002
H -1.829 -4.061 4.423 0.000
H 1.872 -4.354 3.819 0.000
H 3.090 -3.291 1.977 -0.001
H 1.491 -0.683 -2.834 0.011
H 1.290 -2.166 -4.794 0.000
H 1.519 -4.609 -4.527 0.000
H 1.981 -5.577 -2.301 0.000
H 2.203 -4.113 -0.339 0.002
H 3.355 1.015 1.265 -0.010
H 5.708 1.415 1.854 0.000
H 7.446 -0.200 1.163 0.000
H 6.833 -2.210 -0.128 0.000
H 4.483 -2.631 -0.728 0.001
```


Record 2
Below is a cluster of 2 separate species, CH3N3S in total, with properties calculated with ωB97M-V/def2-TZVPD.

**2S+1**: 1
**Total energy**: -16388.5858 eV
**SMILES**: N#[N+][S-].C=N
**HOMO-LUMO gap**: 9.64 eV

Geometry as XYZ:
```
8
Properties=species:S:1:pos:R:3:nbo_charge:R:1
C -0.644 0.406 -1.083 -0.024
N 1.414 -0.279 0.845 0.069
N 0.892 -1.105 1.435 -0.158
N -0.127 0.974 -0.090 -0.595
S 0.216 -2.262 2.224 0.034
H -1.195 0.923 -1.897 0.148
H -0.441 -0.679 -1.362 0.165
H -0.116 2.024 -0.072 0.360
```


Record 3
Below is the ion C7H15OS with charge +1, with properties calculated with ωB97M-V/def2-TZVPD.

**2S+1**: 1
**Net charge**: +1
**Total energy**: -20370.4982 eV
**HOMO-LUMO gap**: 7.84 eV

Geometry as XYZ:
```
24
Properties=species:S:1:pos:R:3:nbo_charge:R:1
C -1.350 -0.055 1.224 -0.218
C 1.154 2.173 1.090 -0.470
C 1.214 0.790 1.641 -0.358
C 0.900 2.120 -0.392 -0.041
C -0.103 -0.219 1.379 -0.232
C -0.834 -2.662 -0.370 -0.732
C -0.682 -0.857 -2.506 -0.619
O 0.413 0.759 -0.839 -0.803
S -0.009 -0.905 -0.644 0.986
H -2.182 -0.736 1.668 0.258
H -1.671 0.722 0.535 0.219
H 0.469 2.948 1.566 0.232
H 2.191 2.603 1.456 0.251
H 2.075 0.454 1.254 0.225
H 1.388 0.740 2.706 0.249
H 0.148 2.886 -0.730 0.209
H 1.779 2.326 -0.971 0.219
H 0.142 -1.164 1.798 0.218
H -0.276 -3.148 -1.231 0.240
H -1.856 -2.874 -0.501 0.228
H -0.556 -3.105 0.532 0.226
H -0.373 -1.776 -2.857 0.222
H -0.256 -0.099 -3.116 0.251
H -1.726 -0.922 -2.695 0.239
```


Record 4
Below is an isolated molecule of C2H5N3O3, with properties calculated with ωB97M-V/def2-TZVPD.

**2S+1**: 1
**Total energy**: -12763.8687 eV
**SMILES**: NC(=O)NC(=O)NO
**HOMO-LUMO gap**: 10.62 eV

Geometry as XYZ:
```
13
Properties=species:S:1:pos:R:3:nbo_charge:R:1
C 0.844 1.019 -0.796 0.779
C -1.253 -0.081 0.077 0.716
H 2.037 -0.654 0.096 0.396
H 2.660 0.601 -0.895 0.387
H -0.894 1.567 -1.426 0.468
H -0.208 -0.049 1.805 0.363
H -1.926 -2.123 1.203 0.487
N 1.934 0.409 0.071 -0.829
N -0.604 0.836 -0.626 -0.679
N -0.421 -0.867 0.900 -0.349
O 1.123 2.063 -1.290 -0.581
O -2.372 -0.559 -0.298 -0.631
O -0.921 -2.163 1.180 -0.527
```


Record 5
Below is an isolated molecule of C19H25N5O3S, with properties calculated with ωB97M-V/def2-TZVPD.

**2S+1**: 1
**Total energy**: -44538.1113 eV
**SMILES**: CCC(=O)Nc1ccc(-c2nnc(SCC(=O)NC[C@@H]3CCCO3)n2C)cc1
**HOMO-LUMO gap**: 8.51 eV

Geometry as XYZ:
```
53
Properties=species:S:1:pos:R:3:nbo_charge:R:1
C 7.429 -0.359 1.320 -0.597
C 6.900 0.179 -0.010 -0.491
C 5.580 -0.488 -0.363 0.689
O 5.483 -1.357 -1.198 -0.599
N 4.540 -0.009 0.382 -0.605
C 3.204 -0.413 0.393 0.166
C 2.318 0.278 1.222 -0.249
C 0.990 -0.076 1.275 -0.153
C 0.503 -1.130 0.498 -0.130
C 1.395 -1.830 -0.311 -0.121
C 2.729 -1.477 -0.368 -0.270
H 3.410 -2.026 -0.996 0.259
H 1.064 -2.684 -0.881 0.203
C -0.907 -1.445 0.599 0.324
N -1.624 -1.208 1.671 -0.285
N -2.888 -1.568 1.435 -0.318
C -2.939 -2.014 0.209 0.168
N -1.710 -1.978 -0.380 -0.357
C -1.419 -2.299 -1.745 -0.411
H -0.671 -1.606 -2.129 0.227
H -1.055 -3.325 -1.838 0.207
H -2.336 -2.205 -2.328 0.227
S -4.384 -2.511 -0.626 0.245
C -5.595 -1.704 0.456 -0.609
C -5.393 -0.202 0.648 0.683
O -5.868 0.355 1.610 -0.612
N -4.745 0.435 -0.350 -0.625
C -4.190 1.754 -0.171 -0.240
H -4.331 2.327 -1.091 0.192
H -4.726 2.228 0.654 0.236
C -2.692 1.648 0.163 0.077
H -2.587 1.080 1.095 0.209
C -2.001 3.015 0.245 -0.430
H -1.238 3.003 1.023 0.212
H -2.711 3.811 0.460 0.221
C -1.351 3.150 -1.131 -0.430
H -2.070 3.527 -1.859 0.203
H -0.476 3.795 -1.130 0.218
C -1.002 1.697 -1.438 -0.064
H -0.047 1.420 -0.965 0.169
O -2.046 0.920 -0.885 -0.565
H -0.946 1.476 -2.506 0.186
H -4.289 -0.119 -1.062 0.404
H -6.570 -1.892 0.004 0.251
H -5.554 -2.178 1.437 0.266
H 0.302 0.447 1.921 0.238
H 2.682 1.096 1.829 0.207
H 4.754 0.736 1.031 0.396
H 7.611 -0.049 -0.805 0.235
H 6.771 1.262 0.044 0.208
H 7.563 -1.436 1.260 0.218
H 6.742 -0.145 2.136 0.200
H 8.390 0.095 1.552 0.216
```


Record 6
Below is an isolated molecule of H3OPS2, with properties calculated with ωB97M-V/def2-TZVPD.

**2S+1**: 1
**Total energy**: -33052.6799 eV
**SMILES**: O=[S@@H](P)=S
**HOMO-LUMO gap**: 8.60 eV

Geometry as XYZ:
```
7
Properties=species:S:1:pos:R:3:nbo_charge:R:1
O -1.925 -0.698 0.403 -0.929
P 0.301 1.491 0.131 0.202
S 0.570 -2.150 0.140 -0.395
S -0.564 -0.602 -0.162 1.076
H 1.535 1.057 -0.259 -0.006
H 0.889 1.293 1.341 -0.002
H -0.808 -0.392 -1.594 0.054
```


Record 7
Below is a cluster of 13 separate species, H26O13 in total, with properties calculated with ωB97M-V/def2-TZVPD.

**2S+1**: 1
**Total energy**: -27036.3195 eV
**HOMO-LUMO gap**: 9.43 eV

Geometry as XYZ:
```
39
Properties=species:S:1:pos:R:3:nbo_charge:R:1
H -0.830 -0.701 -0.353 0.485
H 0.668 -0.546 -0.148 0.462
H 0.416 -4.374 -1.363 0.463
H 1.537 -4.044 -2.333 0.470
H 4.830 0.685 -1.370 0.471
H 3.372 0.948 -1.712 0.446
H 1.943 3.669 -2.349 0.466
H 0.793 3.508 -1.368 0.466
H 2.224 -0.481 3.024 0.453
H 1.832 -0.753 1.580 0.450
H 0.801 -2.723 4.049 0.484
H 0.008 -3.923 3.556 0.483
H -1.023 4.080 -0.292 0.454
H -1.332 5.140 0.753 0.470
H -1.321 -2.549 1.048 0.473
H -0.621 -1.714 2.108 0.511
H -3.560 -1.325 -0.935 0.467
H -2.986 -1.895 -2.221 0.468
H -2.553 1.914 -1.059 0.450
H -2.427 0.732 -0.112 0.462
H 1.843 -1.536 -1.860 0.460
H 2.059 -0.037 -1.992 0.457
H 2.232 2.055 1.112 0.477
H 2.354 2.348 2.599 0.461
H -5.447 0.369 -0.013 0.466
H -5.095 0.635 1.441 0.455
O -0.093 -0.113 -0.552 -0.959
O 0.716 -4.543 -2.263 -0.932
O 3.933 0.439 -1.115 -0.917
O 1.677 3.884 -1.447 -0.931
O 2.587 -0.515 2.131 -0.900
O 0.218 -3.008 3.336 -0.959
O -0.930 4.270 0.648 -0.924
O -0.808 -1.741 1.163 -0.983
O -3.817 -1.625 -1.814 -0.935
O -3.066 1.367 -0.454 -0.915
O 2.325 -0.880 -2.377 -0.917
O 2.148 1.640 1.978 -0.941
O -4.855 0.888 0.543 -0.918
```


Record 8
Below is a structure of composition C15H10F6N3NiO10S2, with properties calculated with ωB97M-V/def2-TZVPD.

**2S+1**: 3
**Net charge**: -1
**Total energy**: -119685.0518 eV
**HOMO-LUMO gap (spin up / spin down)**: 8.19 / 8.19 eV

Geometry as XYZ:
```
47
Properties=species:S:1:pos:R:3:mulliken_spin:R:1
Ni 0.413 -0.944 0.141 1.705
F 3.569 1.362 3.863 0.000
C 2.962 0.353 3.234 0.000
F 3.523 -0.790 3.625 0.000
F 1.681 0.344 3.577 0.000
S 3.170 0.525 1.410 0.007
O 2.415 -0.583 0.858 0.015
O 4.583 0.512 1.223 0.002
N 2.578 1.950 1.115 -0.001
S 1.268 2.315 0.338 0.009
O 0.502 1.189 -0.159 0.015
O 1.482 3.401 -0.563 0.001
C 0.191 3.040 1.648 0.000
F -0.924 3.505 1.081 0.000
F 0.812 4.049 2.258 0.000
F -0.144 2.132 2.559 0.000
C -2.648 -0.574 3.643 0.004
N -2.770 -0.640 2.198 0.003
C -3.974 -0.550 1.542 0.000
C -4.048 -0.568 0.207 0.003
C -2.826 -0.679 -0.606 0.010
O -2.856 -0.659 -1.825 0.001
N -1.655 -0.797 0.114 0.052
C -1.627 -0.758 1.448 -0.004
O -0.508 -0.816 2.020 0.064
H -3.647 -0.533 4.072 0.000
H -2.085 0.310 3.941 0.000
H -2.124 -1.452 4.017 0.001
H -4.843 -0.462 2.181 0.000
H -4.995 -0.496 -0.304 0.000
O 0.277 -4.488 -1.488 0.006
C 0.488 -3.332 -1.161 0.004
O 0.638 -2.886 0.044 0.077
C 0.563 -2.228 -2.200 -0.026
C -0.410 -2.111 -3.179 0.004
C -0.465 -1.000 -4.023 0.014
C 0.489 -0.030 -3.845 -0.003
O 0.673 1.143 -4.542 -0.001
C 1.597 1.876 -3.739 -0.001
O 2.330 0.923 -2.968 0.002
C 1.487 -0.154 -2.896 0.020
C 1.562 -1.241 -2.057 0.016
H -1.171 -2.876 -3.242 0.000
H -1.254 -0.883 -4.752 0.000
H 1.053 2.540 -3.062 0.000
H 2.282 2.422 -4.382 0.000
H 2.382 -1.361 -1.361 0.001
```


Record 9
Below is a cluster of 3 separate species, C46H52I2NO6PS2 in total, with properties calculated with ωB97M-V/def2-TZVPD.

**2S+1**: 1
**Total energy**: -109473.7453 eV
**HOMO-LUMO gap**: 6.41 eV

Geometry as XYZ:
```
110
Properties=species:S:1:pos:R:3:mulliken_charge:R:1
C -2.781 -2.615 0.078 -1.356
C -1.302 -2.147 0.329 1.169
C -0.733 -2.373 1.796 0.647
C -1.631 -3.222 2.772 -1.149
C -2.740 -2.401 3.540 -0.464
C -2.255 -1.637 4.851 -1.065
C -0.724 -1.512 5.021 0.502
C 0.115 -2.569 5.632 -0.640
C 1.552 -2.466 5.801 -0.476
C 2.308 -1.264 5.355 0.452
P 4.175 -1.185 5.541 0.048
C 4.877 -0.578 3.880 -0.838
C 4.863 -2.944 5.733 -0.551
C 4.546 -3.375 7.243 -1.030
C 1.488 -0.192 4.779 0.270
C 0.017 -0.304 4.619 0.027
C -0.676 0.949 4.004 0.148
O -1.761 1.364 4.340 -0.564
C 0.151 1.715 2.913 0.298
C 1.624 1.787 3.040 1.089
C 2.494 2.431 2.070 -0.906
C 1.872 3.045 0.894 0.511
C 2.679 3.722 -0.248 -1.196
C 3.493 2.714 -1.150 -0.536
C 2.741 1.362 -1.448 -0.255
S 2.642 1.069 -3.294 -0.111
C 2.468 -0.728 -3.555 -0.219
S 3.382 -1.370 -4.786 -0.077
N 1.595 -1.556 -2.733 0.500
C 2.418 -2.756 -2.332 -0.723
C 1.883 -3.434 -1.011 -0.947
C 0.475 -2.128 -3.535 -0.672
C -0.822 -1.209 -3.540 -0.704
C 0.400 3.013 0.787 -0.620
C -0.474 2.371 1.761 0.612
C -2.006 2.417 1.531 -0.986
I -2.983 1.231 0.032 0.319
C -2.772 3.266 2.293 0.013
C -2.212 4.197 3.405 -0.942
I -4.915 3.385 1.932 -0.033
C 2.196 1.104 4.332 -0.428
O 3.114 1.624 4.927 -0.484
H -2.789 -3.742 0.152 0.356
H -3.541 -2.180 0.770 0.212
H -3.033 -2.399 -1.002 0.377
H -0.601 -2.643 -0.405 -0.761
H -1.209 -1.044 0.110 -0.232
H -0.461 -1.374 2.220 -0.552
H 0.240 -2.938 1.680 0.340
H -0.926 -3.718 3.503 0.438
H -2.157 -4.084 2.266 0.509
H -3.518 -3.152 3.870 0.330
H -3.304 -1.686 2.874 0.222
H -2.659 -2.202 5.743 0.403
H -2.789 -0.648 4.881 0.267
H -0.394 -3.509 5.958 0.410
H 2.074 -3.340 6.252 0.104
H 5.229 0.481 4.025 0.264
H 4.108 -0.661 3.065 0.183
H 5.776 -1.169 3.571 0.467
H 5.964 -2.982 5.552 0.399
H 4.358 -3.641 4.999 0.367
H 3.826 -4.242 7.288 0.276
H 4.044 -2.537 7.801 0.361
H 5.497 -3.611 7.790 0.303
H 3.598 2.435 2.219 0.496
H 3.417 4.421 0.247 0.386
H 1.995 4.386 -0.844 0.331
H 4.507 2.579 -0.683 0.310
H 3.646 3.226 -2.147 0.389
H 1.681 1.340 -1.090 0.086
H 3.355 0.519 -1.047 0.252
H 3.492 -2.476 -2.155 0.568
H 2.385 -3.553 -3.132 0.288
H 0.942 -4.010 -1.249 0.207
H 2.638 -4.197 -0.675 0.461
H 1.711 -2.698 -0.174 0.083
H 0.737 -2.318 -4.611 0.564
H 0.147 -3.118 -3.109 0.393
H -1.486 -1.515 -2.691 -0.165
H -1.362 -1.432 -4.505 0.326
H -0.585 -0.115 -3.514 0.187
H -0.049 3.492 -0.119 0.345
H -2.235 5.247 2.995 0.347
H -1.180 3.894 3.730 0.179
H -2.856 4.107 4.326 0.374
C 0.958 2.068 -7.106 -0.510
C 0.949 0.750 -6.917 -0.200
C -0.252 -0.061 -7.221 0.322
O -0.262 -1.264 -7.046 -0.581
C -1.441 0.649 -7.744 -0.309
C -1.432 1.966 -7.933 -0.338
C -0.231 2.778 -7.629 0.318
O -0.222 3.980 -7.804 -0.580
H 1.826 2.676 -6.889 0.459
H 1.809 0.214 -6.536 0.488
H -2.309 0.040 -7.961 0.427
H -2.292 2.501 -8.314 0.459
C -5.507 2.772 -3.022 -0.146
C -4.325 2.356 -3.473 -0.170
C -4.070 2.194 -4.922 0.135
O -2.993 1.812 -5.334 -0.350
C -5.178 2.513 -5.850 -0.342
C -6.360 2.929 -5.400 -0.433
C -6.616 3.092 -3.950 0.239
O -7.692 3.473 -3.538 -0.551
H -5.711 2.896 -1.965 0.424
H -3.504 2.120 -2.807 0.347
H -4.974 2.390 -6.907 0.399
H -7.182 3.167 -6.064 0.407
```


Record 10
Below is a cluster of 2 separate species, C2H10N2 in total, with properties calculated with ωB97M-V/def2-TZVPD.

**2S+1**: 1
**Total energy**: -5215.6015 eV
**SMILES**: CNC.N
**HOMO-LUMO gap**: 9.58 eV

Geometry as XYZ:
```
14
Properties=species:S:1:pos:R:3:nbo_charge:R:1
N -1.566 -0.891 2.091 -1.058
H -0.891 -1.404 2.653 0.361
H -1.178 -0.664 1.186 0.342
H -2.311 -1.539 1.889 0.354
C 0.991 0.806 0.308 -0.417
N 0.380 -0.124 -0.628 -0.635
C 0.419 0.329 -2.017 -0.411
H 0.342 1.687 0.506 0.164
H 1.965 1.193 0.036 0.200
H 1.044 0.269 1.249 0.199
H -0.512 -0.517 -0.398 0.347
H -0.004 -0.489 -2.615 0.198
H -0.334 1.109 -2.207 0.157
H 1.398 0.718 -2.258 0.198
```


Record 11
Below is an isolated molecule of C2H4N2OS, with properties calculated with ωB97M-V/def2-TZVPD.

**2S+1**: 1
**Total energy**: -17999.9415 eV
**SMILES**: NC(=S)NC=O
**HOMO-LUMO gap**: 8.61 eV

Geometry as XYZ:
```
10
Properties=species:S:1:pos:R:3:nbo_charge:R:1
C -0.044 0.748 0.235 0.301
C 0.294 -0.957 -1.550 0.577
H -0.676 1.520 2.067 0.418
H -0.999 -0.092 2.080 0.404
H 0.542 -1.158 0.429 0.414
H 1.192 -1.925 -1.497 0.067
N -0.632 0.618 1.509 -0.817
N 0.318 -0.546 -0.294 -0.661
O -0.217 -0.613 -2.663 -0.541
S 0.222 2.406 -0.315 -0.162
```


Record 12
Below is an isolated molecule of C6H15B, with properties calculated with ωB97M-V/def2-TZVPD.

**2S+1**: 1
**Total energy**: -7140.0636 eV
**SMILES**: CB(C)C(C)(C)C
**HOMO-LUMO gap**: 9.47 eV

Geometry as XYZ:
```
22
Properties=species:S:1:pos:R:3:nbo_charge:R:1
B -0.564 0.834 0.488 0.953
C -1.551 0.350 1.590 -1.070
C -0.841 2.231 -0.168 -1.076
C -0.176 -1.516 -1.266 -0.622
C 1.635 0.278 -1.111 -0.611
C 0.875 -1.383 0.914 -0.626
C 0.465 -0.527 -0.298 -0.261
H -2.609 0.716 1.665 0.243
H -0.957 0.568 2.529 0.251
H -1.741 -0.762 1.533 0.234
H -1.278 2.922 0.620 0.237
H -1.710 2.187 -0.899 0.274
H -0.114 2.690 -0.880 0.240
H 0.603 -2.238 -1.535 0.203
H -0.531 -0.962 -2.173 0.203
H -1.086 -2.125 -0.920 0.213
H 2.238 -0.510 -1.488 0.197
H 2.101 0.945 -0.429 0.208
H 1.092 0.658 -1.961 0.206
H 0.054 -1.606 1.559 0.209
H 1.315 -2.335 0.496 0.192
H 1.577 -0.959 1.594 0.202
```